[1]
The molecule C3H3N3OS in a non-equilibrium geometry. Source: the Open Molecules 2025 dataset; level of theory: the ωB97M-V functional and the def2-TZVPD basis.

As for the lowest unoccupied orbital energy: -0.3 eV. The calculation puts the total energy at -20511.41645 eV. As for the net charge: 0. Its SMILES is [H]/N=C1/N/C(=N\[H])C(=O)S1. The value obtained for the energy above the lowest of the compared OMol25 structures with the same formula, charge and spin is 45.3 kcal per mole.

Geometry (Å):
H  1.7517  1.7432  1.9370
N  1.8787  0.9662  1.2959
C  0.7908  0.5398  0.8210
N  0.7310  -0.5541  -0.0230
C  -0.4536  -0.4627  -0.7937
N  -1.0209  -1.2159  -1.7319
H  -0.2788  -1.8986  -2.1910
C  -1.5052  0.4187  -0.0202
O  -2.6950  0.4127  -0.3735
S  -0.8347  1.1111  1.3431
H  1.6358  -1.0604  -0.2637

Forces on atoms 1 to 3 (eV/Å):
0.0 -0.1 0.0
-0.1 0.0 -0.2
1.2 0.1 1.6

Atom charges from the Mulliken analysis, given in e for atoms 1 to 6: atom 1 (H): 0.2690, atom 2 (N): -0.6458, atom 3 (C): 0.4739, atom 4 (N): -0.1848, atom 5 (C): 0.1476, atom 6 (N): -0.5379



[2]
A cluster of 2 separate species, C3H11N2O in total in a non-equilibrium geometry. Source: the Open Molecules 2025 dataset; level of theory: the ωB97M-V functional and the def2-TZVPD basis.

As for the lowest unoccupied orbital energy: -3.3 eV. The calculation puts the total energy at -8310.61609 eV. As for the net charge: +1. The value obtained for the energy above the lowest of the compared OMol25 structures with the same formula, charge and spin is 27.1 kcal per mole.

Geometry (Å):
C  -1.7217  -2.0862  0.1324
N  -0.3663  -2.3990  -0.2022
H  0.2665  -1.7850  0.2923
H  -0.0191  -3.2356  0.1931
H  -0.1336  -2.2305  -1.1809
H  -1.8579  -0.9511  0.2544
H  -1.9853  -2.6361  1.1015
H  -2.5141  -2.3843  -0.5914
C  -0.0053  2.3242  -0.7300
C  0.5130  1.2196  0.0676
O  0.0265  0.1296  0.2232
N  1.7124  1.3949  0.6589
H  -1.1761  2.4392  -0.7005
H  0.1346  2.0632  -1.8193
H  2.2363  0.5986  0.9058
H  2.2411  2.0644  0.2826
H  0.4571  3.3037  -0.5403

Forces on atoms 1 to 3 (eV/Å):
-3.8 1.1 2.0
1.4 0.8 -0.6
0.0 1.6 0.2

Atom charges from the Mulliken analysis, given in e for atoms 1 to 6: atom 1 (C): -0.6544, atom 2 (N): -0.1945, atom 3 (H): 0.3012, atom 4 (H): 0.3693, atom 5 (H): 0.3403, atom 6 (H): 0.2544



[3]
A cluster of 14 separate species, C4H33NO15 in total in a non-equilibrium geometry. Source: the Open Molecules 2025 dataset; level of theory: the ωB97M-V functional and the def2-TZVPD basis.

As for the lowest unoccupied orbital energy: 0.0 eV. The calculation puts the total energy at -36885.38625 eV. As for the net charge: 0. The value obtained for the energy above the lowest of the compared OMol25 structures with the same formula, charge and spin is 68.8 kcal per mole.

Geometry (Å):
O  -2.9408  -2.2618  2.9279
C  -2.3026  -3.0633  2.2973
N  -1.1617  -3.7321  2.7829
C  0.0514  -3.7693  1.9366
C  0.6666  -2.4258  1.3997
C  1.5302  -2.7211  0.2642
O  2.1180  -1.7965  -0.2885
H  -2.5635  -3.4195  1.2745
H  -0.9602  -3.2498  3.6505
H  -0.2939  -4.3948  1.0525
H  0.7218  -4.1556  2.7192
H  1.1631  -1.9277  2.2024
H  -0.0600  -1.6795  1.0818
H  1.6493  -3.6637  -0.1949
H  -1.9381  -0.2821  -0.5417
H  -2.7297  -1.4688  -1.1204
O  -2.3156  -1.1326  -0.3182
H  -0.2157  -2.4763  -1.0294
H  -0.4633  -3.0900  -2.5474
O  -0.2191  -3.2092  -1.6349
H  -1.2317  2.9047  -0.7662
H  -0.0243  3.6405  -1.2790
O  -0.9511  3.4281  -1.5185
H  -2.9355  -0.1748  1.3979
H  -3.7047  0.9398  2.0054
O  -2.9517  0.8244  1.4086
H  1.4380  1.5178  1.7435
H  2.0902  1.0573  0.4324
O  2.2613  1.6454  1.1791
H  2.0980  2.6352  -3.3499
H  2.5274  2.7336  -1.9690
O  2.7625  3.1078  -2.8370
H  3.7735  -0.3645  3.1826
H  2.6416  -0.0406  2.1028
O  2.8580  -0.4866  2.9354
H  1.6091  4.4765  0.1628
H  2.1338  4.6732  -1.2453
O  1.3207  4.5059  -0.7520
H  -0.9529  1.5565  1.4860
H  -0.3809  0.6722  2.7625
O  -0.2624  1.0189  1.8811
H  3.1180  0.0009  -1.3247
H  3.5758  1.3450  -0.7783
O  2.8458  0.9239  -1.2919
H  -2.4427  0.6792  -3.0921
H  -1.1394  -0.0936  -2.5366
O  -2.0489  -0.1990  -2.8209
H  0.0729  1.6038  -2.4992
H  0.8052  0.8730  -1.3579
O  -0.0735  1.0639  -1.7211
H  -2.0695  2.5076  -2.6395
H  -3.4869  2.6717  -2.0435
O  -3.0122  2.2716  -2.7718

Forces on atoms 1 to 3 (eV/Å):
-0.1 0.1 0.1
0.8 -1.2 -0.7
-0.9 2.2 0.0

Atom charges from the Mulliken analysis, given in e for atoms 1 to 6: atom 1 (O): -0.5462, atom 2 (C): 0.0960, atom 3 (N): -0.3140, atom 4 (C): -1.0669, atom 5 (C): 0.5591, atom 6 (C): -0.6831



[4]
A structure of composition C16H34F3N5O6PRu. Source: the Open Molecules 2025 dataset; level of theory: the ωB97M-V functional and the def2-TZVPD basis.

As for the lowest unoccupied orbital energy (spin up / spin down): -4.4 / -8.9 eV. The calculation puts the total energy at -56889.17503 eV. As for the net charge: +2. Its expectation value of S² is 8.764. The spin multiplicity is 6. The value obtained for the energy above the lowest of the compared OMol25 structures with the same formula, charge and spin is 27.7 kcal per mole.

Geometry (Å):
Ru  0.4396  -0.0670  -0.3048
C  -2.0308  -1.1017  -4.9325
N  -2.0000  -1.3168  -3.4895
C  -2.5864  -2.5799  -3.0384
C  -1.4319  -0.4974  -2.6270
O  -1.3970  -0.7264  -1.3981
C  -0.7678  0.7931  -3.1182
O  -0.3695  1.5665  -1.9971
C  -1.3910  2.4216  -1.4970
C  -1.3919  2.4012  0.0281
O  -0.6396  1.6153  0.6406
N  -2.2122  3.2193  0.6644
C  -3.1321  4.1474  0.0136
C  -2.2837  3.2065  2.1256
H  -3.0469  -1.2547  -5.2930
H  -1.3741  -1.8181  -5.4266
H  -1.7202  -0.0976  -5.2011
H  -3.6613  -2.5649  -3.2161
H  -2.3912  -2.7168  -1.9816
H  -2.1437  -3.3979  -3.6052
H  -1.4294  1.3699  -3.7653
H  0.1341  0.5522  -3.6819
H  -2.3741  2.0965  -1.8480
H  -1.2068  3.4334  -1.8626
H  -2.9384  4.2381  -1.0495
H  -3.0200  5.1323  0.4647
H  -4.1594  3.8124  0.1588
H  -1.7576  2.3417  2.5119
H  -3.3298  3.1634  2.4246
H  -1.8388  4.1180  2.5247
F  3.4303  -3.7631  0.1650
C  2.0718  -3.8884  0.3071
F  1.8443  -4.2915  1.5459
F  1.6669  -4.8144  -0.5445
C  1.4552  -2.5060  0.0011
O  1.1294  -1.7866  0.9820
O  1.3835  -2.1586  -1.1885
C  4.8675  2.2378  -1.2860
N  5.0262  1.4587  -0.0576
C  6.3223  1.6104  0.5992
P  3.9311  0.2896  0.3543
O  2.6534  0.5225  -0.3595
N  4.0293  0.0739  1.9441
C  3.7142  -1.2072  2.6035
C  3.8682  1.2398  2.8301
N  4.7220  -1.0593  -0.3499
C  4.4335  -1.3988  -1.7371
C  5.8927  -1.6995  0.2202
H  5.6426  1.9661  -2.0058
H  4.9802  3.2958  -1.0444
H  3.8835  2.0717  -1.7118
H  7.1235  1.2681  -0.0609
H  6.3518  1.0554  1.5315
H  6.4884  2.6678  0.8098
H  3.8394  -2.0413  1.9185
H  2.6847  -1.2155  2.9563
H  4.3978  -1.3328  3.4430
H  4.0688  2.1671  2.2963
H  4.5716  1.1514  3.6577
H  2.8536  1.2750  3.2282
H  3.6113  -0.7994  -2.1110
H  4.1341  -2.4497  -1.7682
H  5.3375  -1.2715  -2.3364
H  6.0501  -1.3867  1.2465
H  6.7694  -1.4653  -0.3902
H  5.7379  -2.7808  0.1830

Forces on atoms 1 to 3 (eV/Å):
-0.1 -0.1 0.0
0.0 0.0 0.0
0.0 0.0 0.0

Atom charges from the Mulliken analysis, given in e for atoms 1 to 6: atom 1 (Ru): 1.5153, atom 2 (C): -0.9568, atom 3 (N): 0.1160, atom 4 (C): -1.0116, atom 5 (C): 1.1969, atom 6 (O): -0.9290



- net charge of number 3 (C4H33NO15)?
  0